# 1
Entry from OMol25: a molecular structure, C52H37BeF9NO2P2S (wB97M-V/def2-TZVPD).

The spin multiplicity is 1. Its calculated total energy is -4203.26447 hartree. As for the total charge: +1. The value obtained for the relative energy (zero: lowest compared OMol25 entry of this formula, charge and spin) is 234.0 kJ/mol.

```
105
C52H37BeF9NO2P2S (wB97M-V/def2-TZVPD)
C 10.57736 9.38099 12.04232
H 9.54766 9.11013 11.90052
O 12.24570 13.43569 11.91194
C 6.09950 11.26540 13.52298
C 12.25063 17.58805 11.03966
C 12.73166 12.25826 16.11874
C 7.48155 18.61282 15.90840
C 14.33418 15.59043 13.92665
C 13.29407 10.07865 12.36310
C 7.07233 11.90087 12.76523
C 11.51298 8.37406 12.16076
C 12.35261 13.16295 18.79347
H 9.63039 16.02552 11.18601
C 8.62320 17.70031 15.68097
C 10.35994 17.80006 8.22404
C 7.56875 17.41072 8.35318
C 6.43065 10.46389 14.57868
F 18.43098 17.27224 15.10174
H 10.84225 10.99825 7.13328
H 13.01594 11.97535 15.12353
C 13.20956 18.53572 10.99418
H 7.51048 19.28816 7.31391
C 8.45408 16.48145 8.93807
H 16.13004 16.35844 12.97475
C 12.81348 11.84212 18.48611
C 14.37878 18.30100 10.29402
C 9.25557 11.43880 10.07288
C 7.71343 10.72691 8.30347
F 7.17349 19.47919 14.91243
C 12.32028 11.07344 12.23161
S 10.93864 15.50290 9.60407
C 9.84727 16.66805 8.91593
C 12.85377 12.42392 12.51361
H 5.05933 11.46752 13.24505
H 13.45787 10.40461 17.03338
C 8.43120 16.33369 16.02125
H 5.69671 10.01352 15.21630
C 12.22722 13.51332 16.31628
Be 10.89593 14.05341 11.94784
O 13.87907 12.51869 13.15667
H 15.12337 19.06802 10.19900
C 10.27545 11.47669 9.04448
C 13.02632 11.41266 17.19608
H 11.16564 7.37754 12.20279
H 9.90437 19.53852 7.06482
F 13.07336 11.30017 20.82493
C 8.41380 11.63100 12.99929
C 13.34141 10.92057 19.55113
C 10.95158 17.32599 15.25865
H 12.05102 13.50941 19.76602
C 13.48858 16.26745 9.42425
H 13.18890 16.60261 17.03347
C 9.98017 11.07900 7.78026
H 13.09916 19.51003 11.41508
C 11.97400 13.92662 17.68368
C 7.78717 10.21438 14.83778
F 12.81528 9.61556 19.40516
C 12.35195 16.50952 10.12097
H 6.72022 12.59737 12.04543
H 11.43364 17.94309 8.20168
F 6.29369 18.02790 16.34489
H 9.77816 10.99807 14.54816
C 11.00539 10.72135 12.06278
H 13.62645 7.86987 12.19956
H 8.06718 15.65843 9.50496
C 15.99922 16.91775 15.06229
F 14.71785 10.75510 19.46393
C 15.53985 16.25738 13.90174
H 8.55220 10.51181 6.29132
H 13.58016 15.31196 8.81963
P 11.97123 14.69590 14.94973
C 9.52954 15.45966 15.97133
F 17.22247 18.61326 13.84919
H 10.14152 19.27502 15.01733
H 15.50616 16.99623 9.09870
C 12.85768 8.69132 12.21243
F 7.77556 19.43701 16.94344
C 8.75180 10.96688 14.17413
H 6.70590 10.25032 8.07693
C 8.70315 10.75519 7.36582
C 8.11654 18.52796 7.74027
H 8.07060 9.46749 15.67160
H 6.46738 17.24205 8.41202
F 17.28777 18.81650 16.06832
H 15.54233 17.48437 17.14773
H 14.00355 14.98453 13.08836
H 11.52531 14.90837 17.82936
C 14.60733 17.09927 9.64461
C 15.18415 16.97731 16.21033
H 11.26938 11.74347 9.31431
P 9.75532 11.96582 11.74949
H 7.45746 16.03403 16.37738
H 7.06952 11.16395 10.34404
C 17.17055 17.87397 15.03422
C 13.56039 15.61730 15.07121
C 7.96352 11.11459 9.63225
H 9.45766 14.41647 16.29188
C 9.90411 18.23451 15.35175
C 9.50076 18.66070 7.55728
C 10.81948 15.96293 15.52933
H 14.33933 10.34607 12.51069
H 11.38602 17.77064 11.72994
C 13.89575 16.37809 16.21887
H 11.85240 17.64945 14.88647
N 10.31247 15.25154 11.07388
```


# 2
Entry from OMol25: a molecular structure, C29H52Cl2F3N2O2P2Si4Ta (wB97M-V/def2-TZVPD).

The spin multiplicity is 1. Its calculated total energy is -4514.11376 hartree. The value obtained for the relative energy (zero: lowest compared OMol25 entry of this formula, charge and spin) is 0.0 kJ/mol.

```
97
C29H52Cl2F3N2O2P2Si4Ta (wB97M-V/def2-TZVPD)
H -3.51854 -1.75289 0.38984
H 3.02366 3.90606 -1.39539
C -1.44184 -3.79387 -0.53101
H -1.24310 3.20376 -5.27877
C -4.90567 -0.72868 -2.00271
C -3.53862 -0.99588 -2.16280
H -2.05238 -2.12927 -3.24596
H 1.59548 -0.46038 -5.37419
H 1.40754 -4.27040 -0.14966
H -3.54039 1.79724 -1.40065
H 3.96176 -2.18500 0.17402
H -6.13236 -2.62246 -4.56805
H -2.64359 -0.51520 1.37854
C 1.44647 3.60467 1.70698
H 6.17810 -0.40395 -5.20856
H -1.34276 -4.73309 0.03491
C 1.73087 -1.92608 3.03172
H -0.52514 4.41464 -1.75716
H 0.89034 -2.06369 -4.99015
H 2.86146 -4.18191 0.88140
H 3.87690 -0.98211 1.49880
C 0.67984 -1.07419 -5.41221
H 6.33791 1.60993 -3.75357
Ta 0.31162 -0.07394 -1.42055
C 5.63521 -0.36349 -4.26490
O -1.24204 1.79958 -3.72071
H -1.20413 3.22108 2.15934
F -0.01022 1.06432 3.50194
N 0.09128 1.72323 -0.30345
H -2.46688 -3.72434 -0.92214
H -2.88299 0.59053 -3.83341
H 0.66770 4.37530 1.69002
Si -1.14871 -2.35601 0.65762
H 3.15252 1.26244 1.42081
P -2.31050 -0.22239 -1.03597
H 1.44456 3.71052 -2.17201
H -2.17663 4.73992 -1.18181
C -5.40615 -2.16497 -3.89476
H -3.49271 1.32483 0.32104
C 1.94174 3.91301 -1.21748
Si 1.65508 -2.11728 1.16361
Cl 1.48384 1.05299 -3.03348
P 2.96885 -0.09843 -0.51842
C 4.13736 -1.39229 -2.67598
H 4.73308 -2.31559 -4.51885
H -2.16038 -0.84250 -5.52087
C 3.33336 -1.40159 0.63525
Si 1.53931 2.63050 0.09694
C -4.04185 -2.42056 -4.06823
C -2.15581 1.04582 -4.51548
Si -1.42894 2.59131 -0.29000
H -5.23614 -0.05184 -1.21359
Cl 0.56784 -2.09379 -2.51666
H 1.27537 2.95403 2.57632
C -5.83123 -1.32945 -2.85484
H -1.72355 4.57404 1.12446
H -3.68537 -3.04009 -4.88815
F -1.16946 -0.47028 4.52752
C -1.50330 3.96205 -1.57309
H -6.89264 -1.14154 -2.70187
H 1.64676 4.90839 -0.85552
H 1.41384 -0.92700 3.35496
C -1.43456 -3.16080 2.33077
H 0.19604 2.10497 -5.24624
H 0.34146 -1.17652 -6.45486
H -1.87212 -4.14820 2.12996
H 3.98314 2.00595 0.04741
H -2.71170 1.70430 -5.20513
H 5.08986 1.71275 -1.60897
H -1.90584 3.59558 -2.52283
C -2.58526 -1.17279 0.49062
C 1.78536 -3.95991 0.82938
H 1.14759 -2.68077 3.56921
H -2.15793 -2.58096 2.91886
H 2.41364 4.11118 1.85622
H -0.54020 -3.31858 2.93423
F -2.18964 1.28626 3.72057
C -3.11647 -1.88116 -3.16987
C 4.19174 -0.23820 -1.87551
C -1.82915 3.49396 1.30405
H 3.52678 -2.23808 -2.35941
H -2.87586 3.30396 1.57491
H -0.74881 -3.81458 -1.37869
N 0.28064 -1.37826 0.39554
C -1.20159 0.38561 3.47525
C 5.72247 0.76429 -3.45048
C -0.51788 2.67971 -4.63080
H 0.02599 3.41156 -4.01862
C -2.88468 1.41769 -0.59753
H 2.78979 -2.06951 3.30315
H 1.27644 -4.53367 1.61423
O -0.34246 -0.47640 -4.59366
C 5.01739 0.83346 -2.25032
H -1.13801 0.42387 -6.30457
C 4.83038 -1.43902 -3.88037
C 3.04913 1.49409 0.34463
C -1.45481 -0.01335 -5.34920
```


# 3
Entry from OMol25: 2 unconnected molecules or ions with the total composition Cl2O2P (wB97M-V/def2-TZVPD).

The spin multiplicity is 1. Its calculated total energy is -1412.36270 hartree. As for the total charge: -1. The value obtained for the relative energy (zero: lowest compared OMol25 entry of this formula, charge and spin) is 147.7 kJ/mol.

```
5
Cl2O2P (wB97M-V/def2-TZVPD)
O -1.21019 1.28577 -0.06024
P -0.49878 0.00150 0.01322
O -1.24338 -1.26974 -0.19472
Cl 4.43057 0.11683 -0.07480
Cl 1.49889 -0.02489 0.02658
```


# 4
Entry from OMol25: 2 unconnected molecules or ions with the total composition C2H6NS (wB97M-V/def2-TZVPD).

The spin multiplicity is 1. Its calculated total energy is -532.69976 hartree. As for the total charge: -1. The value obtained for the relative energy (zero: lowest compared OMol25 entry of this formula, charge and spin) is 187.4 kJ/mol.

```
10
C2H6NS (wB97M-V/def2-TZVPD)
H 0.27635 -1.39899 0.61925
H 2.62355 0.63000 -1.64791
H 2.62173 1.89848 -0.59149
N 1.68134 0.09720 0.11337
C 1.91301 1.04604 -0.95418
H 1.16333 -1.28540 -1.09581
C 0.96376 -0.88942 -0.10565
H -2.36944 -1.40884 0.67333
S -2.14317 -0.09022 0.56659
H 0.94519 1.38809 -1.45748
```